# 1
12
Properties=species:S:1:pos:R:3:forces:R:3 method="wB97M-V/def2-TZVPD" homo_ev=-8.226 homo_lumo_gap_ev=9.3 spin_multiplicity=1 total_charge=0 lumo_energy_ev=1.1
C 0.688904 -0.362740 -0.551898 1.26 -6.26 -3.75
H 1.329177 1.894760 0.093364 1.83 0.37 -0.19
C 0.730343 -0.252057 0.864877 5.95 -0.33 6.45
H -0.187399 -0.483590 1.407562 0.66 0.30 0.11
H -1.079492 -1.472522 -1.085433 -2.37 -5.24 -2.50
C -1.403024 0.416141 -0.297341 -1.02 -1.18 -0.51
H 1.732825 -0.499426 1.611745 -2.60 0.70 -2.55
H 1.221185 -1.320040 -1.224007 -0.35 3.61 1.85
H -2.522216 0.309038 -0.257876 1.26 1.62 0.37
C -0.748095 -0.684183 -0.657756 1.49 7.07 0.47
O -0.567287 1.463612 0.060026 -2.09 0.43 -0.77
C 0.805080 0.991007 0.036738 -4.02 -1.07 1.02

---

# 2
12
Properties=species:S:1:pos:R:3:forces:R:3 method="wB97M-V/def2-TZVPD" homo_ev=-9.876 homo_lumo_gap_ev=10.7 spin_multiplicity=1 total_charge=0 lumo_energy_ev=0.9
H 0.774534 1.775235 0.746954 -0.16 -0.05 -0.06
H -1.002270 1.840609 0.757230 0.08 -0.12 -0.05
C -0.146240 -0.167034 0.477865 0.09 -0.02 -0.01
H -2.239440 -0.986249 0.548720 0.07 0.09 -0.06
C -1.412508 -0.748353 -0.153091 -0.04 -0.04 -0.44
H 2.901877 -1.480437 -1.227534 -0.13 0.01 0.08
H -0.154225 -0.402586 1.550228 0.03 -0.01 -0.19
C 2.026802 -1.135204 -0.724876 -0.35 0.16 0.25
C 1.043930 -0.735536 -0.158561 0.49 -0.18 -0.21
H -0.122688 1.598604 -0.773792 -0.03 -0.02 0.16
C -0.132140 1.364500 0.294277 -0.03 0.12 -0.02
O -1.537632 -0.923554 -1.337424 -0.01 0.08 0.55

---

# 3
12
Properties=species:S:1:pos:R:3:forces:R:3 method="wB97M-V/def2-TZVPD" homo_ev=-7.401 homo_lumo_gap_ev=8.3 spin_multiplicity=1 total_charge=0 lumo_energy_ev=0.9
H -1.312372 1.591144 -0.902903 -0.10 0.04 -0.19
C 0.425863 -0.574535 0.550265 -1.03 3.15 0.47
O -1.837569 1.380506 -0.121916 1.11 -0.42 0.03
C -1.358491 0.231083 0.454650 1.23 -0.63 0.75
H -0.674114 -1.914997 -0.027682 -2.73 -0.82 -0.75
C -0.779509 -0.878147 -0.298317 0.90 -1.14 -0.08
H -0.666726 -0.647721 -1.359512 0.08 -0.28 0.20
C 1.574926 -0.008440 0.007905 0.37 0.96 0.05
H 0.413742 -0.969871 1.559501 0.17 -0.19 -0.28
H -1.695515 0.200213 1.479071 -0.14 -0.54 -0.08
H 3.382670 1.040148 -0.864527 0.10 0.00 -0.10
C 2.527099 0.550615 -0.476533 0.04 -0.13 0.01

---

# 4
12
Properties=species:S:1:pos:R:3:forces:R:3 method="wB97M-V/def2-TZVPD" homo_ev=-10.175 homo_lumo_gap_ev=11.2 spin_multiplicity=1 total_charge=0 lumo_energy_ev=1.0
C 0.260304 -0.842016 -0.345614 -0.02 -0.02 -0.03
C 1.623177 -0.309955 -0.237488 0.44 0.18 0.06
H 0.257139 -1.898116 -0.048178 0.03 0.14 -0.03
H -0.091890 -0.803117 -1.383233 0.07 0.02 0.15
C 2.734119 0.134862 -0.103874 -0.45 -0.15 -0.05
O -2.074354 -0.417327 0.364911 -0.16 -0.16 0.01
H 3.719780 0.529212 0.015073 -0.19 -0.08 -0.04
C -0.708773 -0.089607 0.545621 0.20 -0.03 0.08
C -1.650213 0.893635 0.011948 0.05 0.30 -0.08
H -0.395046 -0.002639 1.587206 -0.07 0.02 -0.15
H -2.024994 1.693675 0.650010 0.07 -0.15 -0.08
H -1.649252 1.111391 -1.056378 0.03 -0.07 0.15

---

# 5
12
Properties=species:S:1:pos:R:3:forces:R:3 method="wB97M-V/def2-TZVPD" homo_ev=-8.325 homo_lumo_gap_ev=9.4 spin_multiplicity=1 total_charge=0 lumo_energy_ev=1.1
C 0.412981 1.151864 -0.106318 -0.10 -0.15 0.07
C 1.334971 -0.808392 -0.636845 0.34 -0.03 0.02
C 1.652950 0.436364 -0.197513 0.11 -0.06 -0.11
H 1.843464 -1.749992 -0.751776 0.44 0.25 -0.27
H -1.199138 -0.738892 1.249098 -0.45 0.06 0.05
O 0.012710 -0.913834 -0.836152 0.09 -0.23 0.29
H -2.338096 -0.942322 -0.073887 -0.13 0.28 0.00
C -0.565332 0.239567 -0.386577 0.12 -0.09 0.39
H 2.611683 0.764196 0.176811 0.00 0.07 -0.40
C -1.725568 -0.201712 0.443424 -0.30 0.13 0.01
H -2.315737 0.586920 0.900117 -0.09 0.09 -0.21
H 0.275117 2.176232 0.219620 -0.03 -0.32 0.17

---

# 6
12
Properties=species:S:1:pos:R:3:forces:R:3 method="wB97M-V/def2-TZVPD" homo_ev="-6.655 / -6.710" homo_lumo_gap_ev="7.6 / 7.6" spin_multiplicity=1 total_charge=0 lumo_energy_ev="0.9 / 0.9"
H 1.356795 -2.377857 -0.808669 0.66 1.22 0.71
C 0.238747 -0.797632 -0.265271 -1.39 1.45 0.22
O -0.753038 2.527199 1.722978 -0.32 0.32 -0.28
C -0.872069 -0.996786 0.377992 1.55 3.33 -3.65
C -0.794617 0.204455 -0.462467 0.26 1.22 1.75
C 1.542333 -1.319375 -0.403192 1.92 -2.91 0.11
C -1.022519 2.416967 0.571094 1.10 -2.37 -0.47
H -1.321924 0.623099 -1.270587 -0.53 -0.32 -1.09
H -1.303770 3.292754 -0.092293 -0.08 -0.27 0.23
H 2.090659 -1.392427 0.567127 -0.64 -0.15 -0.55
H 2.231376 -0.863428 -1.070719 0.18 0.75 -0.78
H -1.391973 -1.316970 1.134007 -2.71 -2.26 3.79

---

# 7
12
Properties=species:S:1:pos:R:3:forces:R:3 method="wB97M-V/def2-TZVPD" homo_ev=-8.441 homo_lumo_gap_ev=9.2 spin_multiplicity=1 total_charge=0 lumo_energy_ev=0.8
H 2.307874 0.524380 -0.075906 -0.01 0.21 -0.04
C 0.435220 -0.947218 -0.232988 0.17 -0.24 0.27
O 1.611512 1.191241 -0.154963 0.14 -0.10 0.01
H -0.053486 -1.565922 -0.979727 0.10 0.07 0.09
H -2.297873 1.115251 0.533585 -0.17 0.28 -0.01
H -2.719892 1.542026 -1.219462 0.17 -0.02 -0.12
C 0.465401 0.515275 -0.446103 -0.43 0.00 -0.01
H 0.778284 -2.500543 1.159832 0.09 0.09 -0.04
C -1.965228 1.271836 -0.490636 0.12 0.01 0.04
H 1.259048 -0.779183 1.693375 0.04 -0.23 -0.12
C -0.690806 1.079505 -0.711730 -0.17 -0.09 0.09
C 0.869947 -1.446648 0.924724 -0.07 0.04 -0.17

---

# 8
12
Properties=species:S:1:pos:R:3:forces:R:3 method="wB97M-V/def2-TZVPD" homo_ev=-8.279 homo_lumo_gap_ev=8.6 spin_multiplicity=1 total_charge=0 lumo_energy_ev=0.3
O -1.037508 -1.252073 -0.671220 0.46 0.21 0.00
C -1.061587 -2.484709 -1.395464 -0.06 -0.32 -0.17
C 0.799652 1.153534 0.834588 -0.33 -0.14 -0.33
H 1.805878 1.428429 2.667022 -0.09 0.06 -0.14
C -0.005286 -0.507420 -0.995756 -0.12 0.01 0.38
H -2.044093 -2.645442 -1.840044 0.03 0.11 0.10
H -0.843714 -3.263370 -0.661422 -0.08 -0.04 -0.21
C 1.435672 2.013891 1.818681 0.04 0.09 0.05
C 0.230414 0.470171 0.009042 0.31 0.27 0.21
H -0.273964 -2.432551 -2.149043 -0.18 -0.17 0.00
H 2.275121 2.562333 1.380773 -0.11 -0.06 0.09
H 0.700291 2.729088 2.198136 0.13 -0.03 0.02